Entry 1:
Density functional theory data (ωB97M-V/def2-TZVPD) for a molecular structure, C16H20N4O4.

As for the spin multiplicity: 1. The LUMO energy is 0.08 eV.

```
44
Properties=species:S:1:pos:R:3:forces:R:3:lowdin_charge:R:1
C -0.7160 -1.0863 -0.2190 -2.284 1.610 1.860 -0.325
C 0.5736 -0.2738 -0.1324 -0.036 -0.316 -0.728 -0.487
C -1.6620 -0.4028 0.9583 0.462 0.234 -1.153 -0.047
C -3.2001 -0.7140 0.7322 4.843 0.418 1.235 -0.195
C -4.0654 -1.5928 1.2951 0.228 -2.346 3.507 -0.096
C -3.8687 0.2666 -0.0107 0.013 0.580 0.344 -0.160
C -5.2024 0.0275 0.2571 -1.842 -1.876 0.156 -0.266
C -3.4269 1.3866 -0.7341 1.354 -2.361 1.303 -0.055
C -6.2471 0.8502 -0.1187 2.644 2.417 -3.810 0.025
C -4.3409 2.1253 -1.3223 -1.431 0.931 -1.613 -0.123
C -5.6933 1.7969 -1.0973 -2.511 1.327 1.560 -0.066
C 3.0666 -0.4784 -0.3269 -1.634 -2.461 -5.123 -0.304
C 3.7498 -1.8317 -0.8361 2.232 3.485 0.584 -0.447
C 3.6804 -0.0436 0.8594 1.457 3.627 4.658 -0.231
C 5.0634 0.7680 0.9064 -0.464 0.402 -0.796 -0.042
C 4.5479 2.2451 0.5966 2.471 3.137 -2.629 -0.455
H -0.2242 -2.8184 0.7525 -1.487 0.397 -2.127 0.103
H 0.2543 -2.7771 -0.8813 -3.524 0.528 1.966 0.152
H -1.2923 -0.8966 -1.1226 0.510 0.864 -0.354 0.140
H -1.2469 -0.6812 1.9336 -0.358 -0.535 -0.034 0.097
H -1.3901 0.7712 0.9531 -1.157 -2.698 -0.381 0.143
H -4.0077 -2.3835 2.2416 0.324 2.083 -3.150 0.179
H -6.4029 -1.4264 1.2213 4.633 0.045 -0.644 0.241
H -2.4163 1.6340 -0.9307 1.086 -0.230 0.265 0.102
H -7.3070 0.8231 0.0844 0.105 -0.288 0.068 0.098
H -3.8867 2.8769 -2.0143 -1.512 -0.259 0.549 0.126
H -6.3623 2.5587 -1.5004 -0.330 -0.430 -0.045 0.087
H 1.9183 -2.0570 0.4285 -2.027 4.178 -2.888 0.282
H 3.0015 0.2687 -1.1781 0.843 -0.724 0.878 0.187
H 2.9131 0.6579 1.3234 1.038 -0.808 -0.349 0.136
H 3.8026 -0.7059 1.6760 -0.192 -1.875 0.189 0.108
H 5.7457 0.5061 -0.0981 -1.398 0.604 3.341 0.165
H 5.5341 0.5778 2.0561 -0.894 0.859 -3.701 0.178
H 3.0546 3.4110 0.0227 0.547 -2.320 0.454 0.150
H 2.4012 1.8225 -0.2002 2.002 0.474 1.681 0.096
H 5.4617 -2.5702 -1.1583 -0.706 4.095 1.066 0.230
N -0.7006 -2.5420 -0.2112 5.677 -1.249 0.869 0.002
N -5.3064 -1.2125 0.9055 -5.602 1.538 0.549 0.026
N 1.7074 -0.9455 -0.2299 2.319 -6.836 3.796 0.062
N 3.2198 2.3689 0.2548 -1.952 3.121 -1.265 0.072
O 0.6598 0.9371 -0.1401 -0.897 1.621 -0.286 0.050
O 3.2639 -2.8957 -1.0239 -0.021 -0.590 -0.126 0.122
O 5.2642 3.3138 0.3498 -2.029 -4.613 2.031 -0.073
O 5.1190 -1.5463 -0.8719 -0.502 -5.762 -1.710 0.015
```
Forces are in eV/Å.

Entry 2:
Density functional theory data (ωB97M-V/def2-TZVPD) for a molecular structure, C16H20N4O4Os.

As for the spin multiplicity: 5. The LUMO energy (alpha / beta) is -13.96 / -16.62 eV. Its total charge is +4.

```
45
Properties=species:S:1:pos:R:3:forces:R:3:lowdin_spin:R:1
N -1.3846 0.0862 1.7263 -1.842 -0.432 0.371 0.101
C -2.0172 0.0382 2.6938 0.025 0.020 -0.058 0.022
C -2.8185 -0.0217 3.9212 0.311 0.003 -0.407 0.003
H -2.4467 -0.8222 4.5595 0.084 -0.055 0.038 0.001
H -3.8603 -0.2141 3.6680 -0.058 0.012 -0.054 0.000
H -2.7439 0.9274 4.4510 0.026 0.071 0.019 0.001
N -0.9182 1.3347 -1.9048 -0.148 -0.891 -0.256 0.032
C -1.3097 1.9333 -2.8143 0.034 -0.021 0.101 0.019
C -1.8055 2.6936 -3.9667 0.230 -0.276 0.423 0.003
H -2.8840 2.5658 -4.0512 -0.115 -0.017 0.051 0.001
H -1.3251 2.3324 -4.8753 0.077 -0.065 -0.050 0.000
H -1.5754 3.7500 -3.8314 0.015 0.090 0.057 0.001
N 1.5694 -1.2175 -0.4016 0.049 -0.756 -1.121 0.064
C 2.4631 -1.9402 -0.5334 -0.240 0.189 0.025 0.017
C 3.5970 -2.8555 -0.7000 -0.386 0.283 0.178 0.002
H 4.4457 -2.3114 -1.1130 0.029 0.048 -0.067 0.001
H 3.3188 -3.6617 -1.3778 -0.030 -0.024 -0.068 0.000
H 3.8717 -3.2738 0.2675 -0.011 -0.018 0.093 0.000
Os -0.0739 0.2928 -0.0945 0.564 0.121 2.172 2.357
C 1.5920 1.3632 -1.0342 3.800 2.248 -2.169 0.125
O 2.4599 1.9278 -1.5119 -2.117 -1.422 1.067 0.021
C -0.5906 2.3266 0.5385 -1.078 3.563 1.312 0.087
O -0.8462 3.3867 0.8719 0.661 -2.965 -0.941 0.015
C -3.0207 -1.7662 -0.4660 -2.620 1.876 0.129 0.167
C -2.1388 -2.6680 0.0632 -0.130 -1.330 2.725 0.279
C -1.1186 -3.1183 -0.6760 2.778 -1.600 -1.011 0.051
C -0.9549 -2.6740 -1.9596 3.157 -3.104 1.353 0.179
C -1.8180 -1.7921 -2.4770 -1.739 2.263 -2.614 0.287
C -2.8615 -1.3318 -1.7216 -1.689 1.642 -0.610 0.042
H -3.8608 -1.4156 0.1134 -0.146 -0.014 0.122 0.003
H -2.2712 -3.0410 1.0670 -0.093 -0.067 0.199 0.009
H -0.4427 -3.8479 -0.2575 0.105 -0.121 -0.031 -0.002
H -0.1477 -3.0468 -2.5707 0.143 -0.150 -0.045 0.004
H -1.6946 -1.4668 -3.4984 -0.067 0.079 -0.220 0.009
H -3.5753 -0.6371 -2.1364 -0.091 0.036 -0.132 -0.002
N 3.7091 2.3175 1.7660 1.095 0.211 -0.253 0.000
C 2.2620 2.2147 1.9577 -1.469 0.637 0.235 0.002
C 1.8704 0.7972 2.2934 2.157 -3.889 5.944 0.003
O 2.4033 0.2838 3.3786 -2.390 2.907 -5.725 0.008
O 1.0331 0.0204 1.6109 0.436 1.433 -0.997 0.088
H 4.2142 2.0309 2.6359 -0.190 0.028 -0.508 0.000
H 3.9566 3.3100 1.5483 0.153 -0.740 0.192 0.000
H 4.0081 1.7105 0.9684 0.202 0.631 0.853 0.000
H 1.9586 2.8682 2.8047 0.265 -0.457 -0.406 0.000
H 1.7712 2.6119 1.0679 0.249 0.025 0.083 0.001
```
Forces are in eV/Å.

Entry 3:
Density functional theory data (ωB97M-V/def2-TZVPD) for 2 unconnected molecules or ions with the total composition C16H20N6O6.

As for the spin multiplicity: 1. The LUMO energy is -2.71 eV. As for the SMILES: O=[N+]([O-])c1cc([N+](=O)[O-])c2nonc2c1.CN1CC=C(N2CCOCC2)CC1.

```
48
Properties=species:S:1:pos:R:3:forces:R:3:lowdin_charge:R:1
O -5.2643 1.0090 5.3993 2.576 -0.017 -0.101 0.084
N -4.0373 1.1990 5.2668 -1.578 2.684 -0.977 -0.307
O -3.5515 2.2765 4.8380 -0.888 -2.398 1.042 0.056
C -3.1111 0.1422 5.6101 2.751 -0.248 -0.234 -0.104
C -3.6312 -1.0998 6.0533 0.674 -1.559 0.254 0.109
C -2.7724 -2.1567 6.3442 0.242 1.661 -0.164 -0.050
N -3.3069 -3.4749 6.6218 -1.378 -2.236 0.763 -0.312
O -2.5392 -4.4135 6.9029 -1.027 2.165 -0.657 0.089
O -4.5478 -3.5998 6.5659 2.083 0.386 0.018 0.065
C -1.3415 -1.8886 6.3871 0.488 -1.504 0.554 -0.146
N -0.3314 -2.6421 6.8806 -0.272 2.189 -0.918 0.170
O 0.7852 -1.8583 6.7123 -1.746 1.467 -1.462 -0.054
N 0.5114 -0.6090 6.0455 -1.824 -2.125 1.087 0.197
C -0.8412 -0.6499 5.8889 1.770 -0.893 0.688 -0.211
C -1.7278 0.3499 5.4275 -1.666 0.605 0.112 0.115
H -4.7060 -1.2338 6.1247 0.195 -0.068 -0.122 0.136
H -1.3109 1.2635 5.0153 -0.401 -0.073 0.114 0.119
C -3.1545 0.6034 -0.5412 0.296 0.263 -0.532 -0.108
N -2.8423 0.2242 0.7955 -0.387 -0.122 0.731 -0.248
C -2.4785 1.2717 1.7459 -0.959 -1.300 0.548 -0.186
C -1.0546 1.1842 2.1961 1.057 -0.397 -0.529 -0.050
C -0.1728 0.3038 1.6138 -1.134 0.823 -0.265 -0.226
N 1.1817 0.5355 1.4781 0.947 -0.426 0.969 -0.087
C 1.8671 -0.1258 0.3583 0.027 0.488 -0.213 -0.143
C 3.3855 0.0741 0.3581 0.109 0.221 0.274 -0.183
O 3.7755 1.4126 0.6781 -0.538 -0.541 0.383 -0.141
C 3.2591 1.7974 1.9560 0.035 -0.122 -0.249 -0.185
C 1.7264 1.8120 1.9650 0.179 -0.124 -0.685 -0.132
C -0.7037 -0.9800 0.9861 -0.069 -0.077 -0.781 -0.121
C -2.2315 -1.0711 1.0091 -0.399 0.795 0.309 -0.181
H -3.8303 1.4707 -0.5167 0.107 -0.297 -0.193 0.085
H -2.2666 0.8792 -1.1517 -0.243 -0.005 0.026 0.086
H -3.6533 -0.2374 -1.0410 -0.017 0.287 -0.001 0.083
H -2.7744 2.2311 1.2829 0.558 -0.212 0.344 0.127
H -3.1108 1.1569 2.6482 -0.175 0.201 -0.306 0.089
H -0.7459 1.9012 2.9551 0.208 0.297 -0.641 0.082
H 1.6613 -1.2021 0.3977 0.141 0.298 -0.095 0.115
H 1.4811 0.2725 -0.6032 0.010 -0.157 0.287 0.134
H 3.8548 -0.6450 1.0582 -0.051 0.343 -0.143 0.126
H 3.7741 -0.0981 -0.6549 -0.135 -0.137 0.342 0.128
H 3.6338 1.1242 2.7501 -0.018 0.134 -0.292 0.127
H 3.6602 2.8066 2.1092 -0.242 -0.237 0.199 0.127
H 1.3978 2.6473 1.3117 -0.129 -0.271 0.265 0.138
H 1.3738 2.0007 2.9869 0.114 -0.072 -0.277 0.117
H -0.3069 -1.8420 1.5414 0.225 0.190 -0.115 0.126
H -0.3859 -1.0949 -0.0663 0.002 0.109 0.452 0.107
H -2.5783 -1.4531 1.9870 0.133 0.000 -0.234 0.117
H -2.6249 -1.7322 0.2191 0.356 0.012 0.423 0.121
```
Forces are in eV/Å.

Entry 4:
Density functional theory data (ωB97M-V/def2-TZVPD) for a molecular structure, C16H20N6OPtS.

As for the spin multiplicity: 1. The LUMO energy is -7.43 eV. Its total charge is +2.

```
45
Properties=species:S:1:pos:R:3:forces:R:3:lowdin_charge:R:1
Pt -0.5933 -0.0381 0.0948 -0.103 0.022 -0.519 1.245
N 1.3485 -3.2693 2.1234 0.101 0.251 0.213 0.149
C 0.7042 -2.1587 1.7965 -0.301 0.099 -0.181 -0.727
S -0.6054 -2.3304 0.6071 0.540 -0.174 0.157 0.780
N 0.9833 -1.0112 2.3754 -0.163 -0.723 -0.070 0.041
N 0.1640 -0.0312 1.9317 -0.543 -0.141 0.775 -0.216
C -0.0644 0.9876 2.6837 0.014 0.449 -0.349 0.007
C -0.8281 2.0900 2.1007 0.149 -0.328 0.047 -0.222
C -1.2236 3.1999 2.8264 0.038 -0.119 0.120 0.034
C -2.0074 4.1626 2.2131 -0.038 0.011 -0.076 0.010
C -2.3878 3.9706 0.8943 -0.040 0.045 0.013 0.007
C -1.9492 2.8446 0.2214 -0.031 -0.048 0.137 -0.107
N -1.1543 1.9344 0.7933 0.196 0.229 -0.219 -0.041
H 1.1157 -4.1522 1.7032 0.015 -0.010 -0.030 0.114
H 2.0000 -3.2498 2.8947 0.004 -0.048 -0.007 0.137
H 0.3251 1.0007 3.6930 0.142 0.082 -0.025 0.157
H -0.9309 3.2875 3.8642 -0.005 0.013 -0.016 0.139
H -2.3337 5.0363 2.7604 0.015 0.006 -0.002 0.136
H -3.0169 4.6835 0.3801 -0.008 -0.014 0.011 0.131
H -2.2458 2.6627 -0.8018 -0.045 0.050 0.069 0.112
C 3.0897 -2.1796 -2.0689 -0.009 0.003 -0.053 0.032
C 1.6909 -1.7021 -1.7990 -0.184 -0.192 -0.131 -0.493
O 1.4763 -0.9025 -0.8787 0.043 0.397 -0.157 -0.084
N 0.7355 -2.2260 -2.6177 -0.080 0.208 0.400 0.106
C -0.7083 -1.9417 -2.5836 0.316 0.220 -0.179 -0.119
C -0.9127 -0.4872 -2.9306 0.186 -0.139 0.021 -0.222
C -0.9973 -0.0995 -4.2584 -0.049 -0.064 -0.003 0.025
C -0.8871 1.2343 -4.6031 0.006 -0.009 -0.024 0.009
C -0.6255 2.1505 -3.5976 0.004 0.074 0.014 -0.003
C -0.5735 1.7109 -2.2948 -0.004 -0.056 0.069 -0.112
N -0.7765 0.4241 -1.9474 -0.237 -0.356 -0.172 -0.056
H 3.7580 -1.7640 -1.3221 0.002 -0.004 0.003 0.097
H 3.4152 -1.8573 -3.0593 -0.003 -0.001 0.008 0.103
H 3.1338 -3.2689 -2.0385 0.010 0.004 0.000 0.101
H 1.0601 -2.8535 -3.3355 0.006 -0.023 0.007 0.155
H -1.1097 -2.1910 -1.6120 -0.120 -0.024 -0.109 0.004
H -1.2003 -2.5758 -3.3166 0.093 -0.011 -0.059 0.144
H -1.1163 -0.8605 -5.0182 -0.019 0.011 0.009 0.136
H -0.9566 1.5474 -5.6362 -0.007 -0.004 0.004 0.135
H -0.4592 3.1972 -3.8094 0.008 -0.010 -0.006 0.131
H -0.3418 2.3989 -1.4969 0.056 -0.062 -0.066 0.102
C -2.6618 -0.3580 0.1517 0.081 0.357 0.367 -0.146
H -3.0098 -0.0392 1.1290 -0.057 -0.021 -0.005 0.041
H -2.8843 -1.4059 -0.0076 0.028 0.012 -0.040 -0.003
H -3.0515 0.2599 -0.6528 -0.008 0.038 0.054 0.031
```
Forces are in eV/Å.

Entry 5:
Density functional theory data (ωB97M-V/def2-TZVPD) for a molecular structure, C16H20O12Pd.

As for the spin multiplicity: 3. The LUMO energy (alpha / beta) is 2.93 / 1.77 eV. Its total charge is -2.

```
49
Properties=species:S:1:pos:R:3:forces:R:3:lowdin_spin:R:1
Pd 0.9530 -1.4544 0.4626 -0.008 -0.015 -0.002 0.000
C -4.5322 -4.3181 -3.2724 -0.225 -0.746 0.366 0.000
C -4.1556 -3.6320 -1.9410 3.025 0.404 0.340 0.000
O -2.8021 -3.7703 -1.5287 -2.137 -0.090 -1.064 0.000
H -5.5988 -4.2749 -3.4930 -0.546 0.119 0.181 0.000
H -4.2864 -5.3776 -3.2008 0.162 -0.209 -0.043 0.000
H -4.0642 -3.9415 -4.1819 0.525 0.338 0.269 0.000
H -4.8100 -3.8922 -1.1091 -0.799 -0.829 0.123 0.000
H -4.4123 -2.5827 -2.0867 -0.145 0.985 -0.252 0.000
C 4.4076 4.7130 2.0854 -1.492 0.898 0.051 0.002
C 4.8461 3.4769 1.4391 0.542 -1.292 -0.298 0.093
O 3.9222 2.4363 1.3322 1.189 1.089 0.043 0.835
H 4.0768 4.5232 3.1065 0.196 0.345 0.073 0.000
H 3.5502 5.0465 1.5008 -0.184 0.449 0.251 0.000
H 5.1983 5.4553 1.9766 -0.053 0.119 0.439 -0.001
H 5.7422 3.1719 1.9797 0.126 -1.100 0.314 0.044
H 5.3348 3.7628 0.5077 -0.325 -0.504 -0.875 0.025
C 6.5485 -5.8370 0.6972 -3.911 2.953 0.087 0.393
C 5.3006 -5.1106 1.0662 -0.712 -0.578 0.825 0.029
C 4.7188 -5.1924 2.5637 -1.688 1.463 0.351 0.004
O 3.6596 -4.5269 2.8288 3.103 -1.883 -0.827 0.016
C 5.4575 -6.0249 3.4700 -1.764 1.752 -2.037 0.092
C 6.5755 -6.7207 3.0492 1.176 -1.435 4.621 -0.005
C 7.1248 -6.5718 1.6767 3.378 -2.779 -1.753 0.034
O 8.1147 -7.2101 1.1772 -0.275 -0.207 2.091 0.306
O 7.1375 -7.4132 3.9850 0.167 0.524 -2.788 -0.003
O 4.6037 -4.5925 0.2318 -0.029 0.527 -0.724 0.114
H 6.8010 -5.8394 -0.3528 0.421 -0.120 0.163 0.015
H 5.0723 -6.0946 4.4766 0.269 -0.250 0.062 0.004
C -1.0449 5.5488 -5.8952 -0.251 1.205 -0.968 0.000
C -2.0162 5.8708 -4.7788 -1.370 1.818 -1.266 0.000
O -2.1110 4.6853 -4.1066 -0.475 -0.776 2.018 0.000
C -1.0726 3.8982 -4.3517 1.298 -4.082 1.371 0.000
O -0.8220 2.8611 -3.7101 -0.522 4.167 -2.857 0.000
O -0.4204 4.3918 -5.4745 0.691 -1.877 1.684 0.000
H -0.2993 6.3272 -6.0572 -0.019 0.013 0.014 0.000
H -1.5485 5.3436 -6.8398 -0.099 0.083 -0.081 0.000
H -3.0273 6.1132 -5.1058 -0.020 -0.124 -0.547 0.000
H -1.7885 6.7612 -4.1929 0.777 -0.389 0.612 0.000
C -6.5847 2.1089 4.0328 -1.419 1.303 -0.828 0.000
C -6.6208 2.3838 2.4923 -0.598 -0.572 1.230 0.000
O -5.4105 1.8408 2.1036 0.433 0.400 -1.579 0.000
C -4.6679 1.4337 3.1293 4.341 -2.978 -3.314 0.000
O -3.5753 0.9001 2.8825 -3.106 1.948 2.027 0.000
O -5.3309 1.5405 4.2434 0.210 -0.050 2.320 0.000
H -7.3885 1.4554 4.3717 0.237 -0.174 -0.009 0.000
H -6.6965 3.0764 4.5224 0.293 -0.173 0.507 0.000
H -6.6353 3.4470 2.2528 -0.297 -0.076 -0.062 0.000
H -7.4230 1.8046 2.0352 -0.089 0.404 -0.257 0.000
```
Forces are in eV/Å.